one | ORCA calculation (ωB97M-V with the def2-TZVPD basis set) on an isolated molecule of C3H5N3S.

Structure (XYZ):
```
12
Properties=species:S:1:pos:R:3:mulliken_charge:R:1
C -1.948 -0.513 0.810 -0.32
C 1.025 0.274 -0.187 0.53
C 0.313 0.048 -1.585 -0.33
H -2.197 0.333 0.109 0.32
H -2.878 -1.032 1.301 0.24
H 1.501 -0.650 1.337 0.27
H 2.601 1.281 0.567 0.26
H 0.788 1.000 -2.110 0.28
N -0.686 -0.777 1.438 -0.54
N 0.554 -0.308 0.938 0.04
N 1.981 1.071 -0.317 -0.59
S -1.054 -0.727 -2.302 -0.14
```

Properties
frontier orbital gap = 7.31 eV
SMILES = [H]/N=C(/C=S)NN=C

=====

two | ORCA calculation (ωB97M-V with the def2-TZVPD basis set) on an isolated molecule of C3H5N3S.

Structure (XYZ):
```
12
Properties=species:S:1:pos:R:3:mulliken_charge:R:1
C 1.969 -1.119 0.656 -0.34
C -0.112 1.091 0.000 0.55
C -1.131 0.064 0.530 -0.34
H 1.283 -0.977 1.519 0.33
H 2.573 -2.207 0.483 0.24
H 1.306 1.445 -1.236 0.24
H -0.134 3.120 -0.001 0.23
H -1.916 0.598 1.217 0.27
N 1.919 -0.383 -0.388 -0.48
N 1.123 0.787 -0.497 0.03
N -0.685 2.182 0.241 -0.60
S -1.498 -1.269 -0.287 -0.14
```

Properties
frontier orbital gap = 8.15 eV
SMILES = [H]/N=C(/C=S)NN=C

=====

two (1.455 eV below the next structure)

=====

one | ORCA calculation (ωB97M-V with the def2-TZVPD basis set) on an isolated molecule of C4H4.

Structure (XYZ):
```
8
Properties=species:S:1:pos:R:3:mulliken_charge:R:1
C -0.006 0.753 0.501 -0.34
C 1.051 -0.021 -0.273 -0.27
C -1.041 -0.034 -0.296 -0.41
C -0.003 -0.734 0.488 -0.35
H 0.211 1.523 1.110 0.46
H 1.087 -0.002 -1.336 0.17
H -1.503 -0.015 -1.321 0.27
H 0.205 -1.470 1.128 0.47
```

Properties
frontier orbital gap (alpha / beta) = 8.42 / 8.78 eV

=====

two | ORCA calculation (ωB97M-V with the def2-TZVPD basis set) on a cluster of 2 separate species, C4H4 in total.

Structure (XYZ):
```
8
Properties=species:S:1:pos:R:3:mulliken_charge:R:1
C 1.708 -0.533 0.141 -0.42
C 2.359 0.407 -0.076 -0.16
C -1.415 -0.259 -0.152 -0.31
C -2.500 0.245 -0.023 -0.25
H 0.865 -1.292 -0.021 0.40
H 2.768 1.459 -0.079 0.32
H -0.359 -0.607 -0.349 0.14
H -3.426 0.580 0.558 0.29
```

Properties
frontier orbital gap = 11.80 eV
SMILES = C#C.C#C

=====

two (1.028 eV below the next structure)

=====

one | ORCA calculation (ωB97M-V with the def2-TZVPD basis set) on an isolated molecule of C19H18ClN3O2S.

Structure (XYZ):
```
44
Properties=species:S:1:pos:R:3:mulliken_charge:R:1
O 3.186 0.748 2.884 -0.64
C 2.672 0.064 2.032 0.17
N 3.473 -0.563 1.101 -0.09
C 3.152 -1.470 0.131 0.32
N 2.060 -2.075 -0.007 -0.21
C 1.965 -2.910 -1.159 -0.48
H 1.226 -2.454 -1.825 0.16
H 1.590 -3.889 -0.850 0.34
C 3.340 -3.038 -1.861 -0.49
H 3.779 -4.027 -1.730 0.33
H 3.283 -2.805 -2.922 0.34
S 4.438 -1.830 -1.063 -0.25
H 4.456 -0.327 1.174 0.25
C 1.186 -0.148 1.893 -1.29
H 0.697 0.193 2.806 0.59
H 1.003 -1.214 1.749 0.53
C 0.613 0.588 0.670 0.58
N -0.715 0.071 0.388 0.07
C -1.045 -0.519 -0.781 0.37
O -0.270 -0.680 -1.700 -0.60
C -2.488 -0.923 -0.845 -0.21
C -2.861 -2.234 -1.128 0.58
C -4.198 -2.583 -1.238 -0.56
C -5.173 -1.616 -1.075 -0.43
C -4.818 -0.306 -0.795 -0.73
C -3.482 0.035 -0.677 -0.33
H -3.199 1.057 -0.472 0.51
H -5.579 0.448 -0.669 0.40
H -6.214 -1.886 -1.168 0.38
H -4.465 -3.606 -1.451 0.44
Cl -1.652 -3.450 -1.305 -0.20
H -1.414 0.175 1.106 0.38
C 0.536 2.097 0.784 0.23
C 0.929 2.814 1.905 -0.40
C 0.797 4.194 1.931 -0.89
C 0.268 4.871 0.848 -0.44
C -0.123 4.162 -0.277 -0.82
C 0.013 2.788 -0.307 -0.27
H -0.282 2.235 -1.188 0.50
H -0.529 4.681 -1.133 0.39
H 0.165 5.945 0.874 0.40
H 1.113 4.740 2.808 0.40
H 1.362 2.318 2.758 0.33
H 1.205 0.331 -0.217 0.32
```

Properties
frontier orbital gap = 9.47 eV
SMILES = O=C(C[C@@H](NC(=O)c1ccccc1Cl)c1ccccc1)NC1=NCCS1

=====

two | ORCA calculation (ωB97M-V with the def2-TZVPD basis set) on an isolated molecule of C19H18ClN3O2S.

Structure (XYZ):
```
44
Properties=species:S:1:pos:R:3:mulliken_charge:R:1
C -3.633 -1.853 2.260 -0.97
C -4.124 -0.622 1.523 -0.58
H -5.209 -0.600 1.443 0.41
H -3.941 0.262 2.040 0.50
O -3.733 -0.607 0.054 -0.21
C -4.345 -1.253 -0.711 0.71
O -5.332 -2.013 -0.474 -0.67
C -3.580 -0.982 -2.204 -0.75
H -4.318 -0.712 -2.962 0.47
H -3.041 -1.999 -2.335 0.32
S -2.339 0.479 -2.029 -0.04
C -1.289 -0.419 -1.062 0.20
N -1.176 -1.957 -0.744 -0.51
N -0.171 -1.887 0.274 -0.55
C 0.428 -0.869 0.290 0.47
N -0.226 0.106 -0.206 0.55
C 0.196 1.343 -0.356 0.08
C -0.841 2.386 0.032 -0.91
C -0.384 3.893 -0.183 0.19
C 0.738 4.253 -0.414 -0.33
C 1.668 3.256 -0.978 -0.80
C 1.301 2.005 -0.678 0.35
H 2.148 1.287 -1.065 0.12
H 2.628 3.630 -1.042 0.45
H 0.993 5.429 -0.819 0.21
Cl -1.595 4.976 0.314 -0.22
H -1.770 1.932 0.271 0.68
C 1.651 -0.485 1.267 -1.33
C 2.828 -0.871 0.651 0.78
C 3.951 0.077 0.676 -0.34
C 5.108 0.043 -0.145 -0.59
C 5.245 -1.227 -0.994 -0.42
C 4.305 -2.115 -0.914 -0.68
C 3.073 -2.101 -0.255 -0.53
H 2.276 -2.779 -0.277 0.56
H 4.452 -2.840 -1.497 0.55
H 6.224 -1.337 -1.587 0.28
H 5.875 0.697 0.231 0.41
H 3.761 1.049 1.222 0.22
H 1.443 -1.263 2.193 0.33
H 1.657 0.276 1.897 0.70
H -4.135 -1.836 3.453 0.29
H -4.123 -2.786 1.683 0.25
H -2.646 -1.963 2.154 0.36
```

Properties
frontier orbital gap = 8.23 eV
SMILES = CCOC(=O)CSc1nnc(Cc2ccccc2)n1-c1cccc(Cl)c1

=====

one (14.714 eV below the next structure)